(1)
C4H12N3 | wB97M-V/def2-TZVPD

Each line ends with the natural charge from an NBO analysis.
Atoms and positions in Å:
1 H 0.522 2.124 -0.030  0.235
2 H 0.441 -1.987 -0.573  0.390
3 H 2.790 -1.026 -0.039  0.238
4 C -2.077 0.075 0.388  0.436
5 H 2.741 0.566 0.735  0.221
6 H 0.664 0.176 -1.482  0.184
7 H -3.213 -0.057 -1.316  0.420
8 H 0.580 -1.435 1.011  0.370
9 N 0.157 -1.246 0.121  -0.855
10 C 0.842 0.002 -0.358  -0.048
11 H -1.280 1.212 -1.105  0.400
12 H 0.301 1.294 1.422  0.230
13 H -2.039 -0.190 1.401  0.226
14 N -1.253 1.047 -0.043  -0.525
15 C 2.374 0.017 -0.178  -0.645
16 C 0.097 1.205 0.340  -0.250
17 H 2.736 0.624 -0.937  0.229
18 H -3.843 -0.867 0.059  0.443
19 N -2.989 -0.450 -0.298  -0.698

Properties
LUMO level in eV: -3.04
Structure (SMILES): C[C@@H](N)CNC=[NH2+]
Charge: +1
E_tot in eV: -8805.91761
HOMO-LUMO gap in eV: 10.8585


(2)
C7H17N | wB97M-V/def2-TZVPD

Each line ends with the natural charge from an NBO analysis.
Atoms and positions in Å:
1 H -0.931 1.380 0.328  0.165
2 C 1.954 1.294 -1.306  -0.611
3 H -2.075 0.366 -1.464  0.195
4 H -2.850 0.090 2.100  0.166
5 H 2.881 -1.272 0.817  0.199
6 H 2.129 0.810 0.872  0.197
7 N -1.819 -0.547 0.456  -0.460
8 H 0.591 -1.407 -0.031  0.203
9 H -3.124 1.020 -0.300  0.181
10 H 2.096 0.812 -2.278  0.205
11 H -3.569 -1.386 1.425  0.206
12 C -2.610 -0.872 1.632  -0.412
13 H 0.182 -0.215 -1.279  0.194
14 C 3.086 -0.666 -0.081  -0.579
15 H 2.581 2.189 -1.278  0.204
16 C -0.717 0.318 0.696  -0.220
17 H 0.940 1.618 -1.468  0.198
18 H -1.937 -1.586 2.249  0.204
19 C 1.978 0.332 -0.059  -0.233
20 H -0.421 0.389 1.723  0.198
21 H -3.363 -0.894 -1.058  0.217
22 C 0.510 -0.272 -0.201  -0.381
23 C -2.708 0.056 -0.669  -0.432
24 H 4.140 -0.263 -0.005  0.206
25 H 3.056 -1.292 -0.822  0.192

Properties
LUMO level in eV: 1.06
Structure (SMILES): CC(C)CCN(C)C
E_tot in eV: -9022.41368
HOMO-LUMO gap in eV: 9.3233


Energy relative to the best compared isomer or geometry (same formula, charge and spin) readings, ordered: 175.3, 271.3 kJ/mol